No. 1
ORCA calculation (ωB97M-V with the def2-TZVPD basis set) on C12H14BN9Pb as an isolated structure in a non-equilibrium geometry.

Properties
- HOMO-LUMO gap (eV) = 7.098
- energy relative to the best compared isomer or geometry (same formula, charge and spin) (eV) = 0.000
- DFT total energy (Eh) = -1176.11751
- LUMO level (Eh) = -0.0221
- highest occupied orbital energy (eV) = -7.7

Geometry (Å):
H  -0.33747  2.85267  1.76370
N  0.04923  1.63943  0.05574
B  0.74975  0.76114  -2.22398
N  0.59587  1.91287  -1.18271
C  0.85851  3.23019  -1.28223
Pb  -0.81385  -0.65260  0.72554
H  1.27506  3.62990  -2.19730
C  0.50327  3.83599  -0.07705
H  0.58554  4.87765  0.17448
C  0.01553  2.80062  0.73849
H  1.20658  1.17175  -3.24497
C  -1.86201  -2.39698  2.01912
H  -2.07140  -2.52101  3.08699
H  -0.81791  -2.72262  1.88735
H  -2.53932  -2.97372  1.38256
N  -0.67480  0.15179  -2.41788
N  1.64776  -0.36010  -1.61307
N  -1.39924  -0.41828  -1.36950
N  1.29024  -0.98274  -0.43124
C  -1.41322  0.11697  -3.53565
C  2.78657  -0.90492  -2.07997
H  -0.99112  0.51290  -4.44405
H  3.20040  -0.55778  -3.01917
C  -2.64260  -0.46795  -3.23801
C  3.20813  -1.87568  -1.17294
C  -2.61253  -0.78820  -1.87905
C  2.25717  -1.88163  -0.14393
H  -3.44830  -0.63427  -3.92526
H  4.08528  -2.49195  -1.25208
H  -3.38040  -1.24427  -1.26174
H  2.23908  -2.47605  0.76392
H  -2.11658  -1.21496  1.90261
N  0.03992  -0.21744  3.21532
C  0.11391  -0.31416  4.38729
N  0.23246  -0.57210  5.64023
C  0.12723  0.26148  6.63567
N  0.05326  0.91401  7.61277

Cartesian forces (eV/Å) of the 3 atoms listed first:
H 0.0 -0.2 -0.3
N 0.5 1.0 -0.2
B -0.2 0.0 1.1

***

No. 2
ORCA calculation (ωB97M-V with the def2-TZVPD basis set) on a 10-piece molecular cluster, C10H30N10O20 overall in a non-equilibrium geometry.

Properties
- HOMO-LUMO gap (eV) = 10.463
- energy relative to the best compared isomer or geometry (same formula, charge and spin) (eV) = 3.741
- DFT total energy (Eh) = -2450.31250
- LUMO level (Eh) = -0.0093
- SMILES = C[N+](=O)[O-].C[N+](=O)[O-].C[N+](=O)[O-].C[N+](=O)[O-].C[N+](=O)[O-].C[N+](=O)[O-].C[N+](=O)[O-].C[N+](=O)[O-].C[N+](=O)[O-].C[N+](=O)[O-]
- highest occupied orbital energy (eV) = -10.7

Geometry (Å):
C  4.67793  6.69528  -16.40207
N  4.91073  5.49922  -15.53067
O  4.42437  5.52102  -14.45634
O  5.67127  4.64635  -15.98233
H  4.09056  7.46753  -15.90535
H  4.20121  6.39803  -17.33613
H  5.67158  7.05135  -16.67403
C  17.54721  12.58244  -23.97453
N  16.11120  12.09987  -24.17698
O  15.62015  11.45740  -23.28520
O  15.39273  12.47840  -25.12612
H  18.08732  11.84390  -24.56693
H  17.82226  12.51694  -22.92183
H  17.69456  13.58072  -24.38661
C  15.38483  6.15000  -27.00046
N  16.41701  5.10942  -27.37308
O  17.61625  5.38889  -27.42646
O  16.05090  3.98664  -27.77622
H  15.12056  6.26585  -25.94935
H  14.48200  6.02997  -27.59929
H  15.71986  7.07775  -27.46430
C  3.48259  -0.47001  -20.99481
N  2.71608  -0.97521  -19.81260
O  3.12590  -0.81353  -18.66036
O  1.69773  -1.67340  -19.96371
H  4.33997  -1.12297  -21.15802
H  3.81761  0.53598  -20.74210
H  2.78419  -0.38484  -21.82732
C  11.27592  1.27081  -16.85718
N  10.68114  1.81452  -18.04615
O  10.88332  3.03289  -18.21237
O  10.01802  1.10597  -18.83811
H  11.01625  1.78605  -15.93241
H  12.33676  1.50871  -16.93541
H  11.11379  0.21588  -16.63593
C  3.02396  3.44530  -27.48451
N  4.20156  3.69610  -28.34942
O  4.74078  4.83555  -28.29503
O  4.60474  2.88819  -29.16724
H  2.17712  3.33814  -28.16237
H  2.78067  4.18090  -26.71784
H  3.17570  2.42069  -27.14502
C  10.62685  1.20293  -25.68204
N  9.56885  0.13867  -25.34249
O  8.40437  0.44693  -25.48815
O  9.92319  -0.85806  -24.79997
H  10.67296  1.19067  -26.77100
H  11.50742  0.98881  -25.07635
H  10.22372  2.11753  -25.24719
C  11.03085  15.70746  -22.34698
N  12.12701  16.72509  -22.69044
O  13.18001  16.57453  -22.15023
O  11.92056  17.59302  -23.53649
H  10.98859  15.11558  -23.26130
H  10.14214  16.31346  -22.17075
H  11.33586  15.10964  -21.48809
C  -1.56016  11.19703  -21.12562
N  -2.28047  11.94371  -22.21089
O  -2.79330  13.08380  -21.97779
O  -2.35752  11.42883  -23.34478
H  -0.57170  10.86463  -21.44271
H  -2.16108  10.31737  -20.89501
H  -1.49660  11.85577  -20.25952
C  8.66845  8.06766  -23.09346
N  7.28254  7.70341  -22.75800
O  6.97942  6.57125  -23.04838
O  6.54413  8.52464  -22.23026
H  9.31096  7.22532  -22.83705
H  8.93360  8.96845  -22.53996
H  8.67374  8.28174  -24.16222

Cartesian forces (eV/Å) of the 3 atoms listed first:
C 0.3 0.2 -0.7
N 1.5 0.4 -2.3
O -1.0 -0.4 2.1

***

No. 3
ORCA calculation (ωB97M-V with the def2-TZVPD basis set) on a 2-piece molecular cluster, CH2O2S2 overall in a non-equilibrium geometry.

Properties
- HOMO-LUMO gap (eV) = 7.975
- energy relative to the best compared isomer or geometry (same formula, charge and spin) (eV) = 3.345
- DFT total energy (Eh) = -986.01035
- LUMO level (Eh) = -0.0543
- highest occupied orbital energy (eV) = -9.5

Geometry (Å):
C  0.44643  0.45644  0.19283
O  -1.46279  -0.00385  1.94877
O  1.25072  1.10993  -0.69660
S  0.19898  -1.71945  -0.91624
S  -0.52759  0.97483  1.45022
H  1.04778  1.03263  -1.61606
H  -0.95352  -1.85053  -0.36292

Cartesian forces (eV/Å) of the 3 atoms listed first:
C -0.3 -2.1 -3.4
O -0.5 -1.1 0.4
O -0.1 0.2 3.7

***

No. 4
ORCA calculation (ωB97M-V with the def2-TZVPD basis set) on a 2-piece molecular cluster, C6H17N2 overall in a non-equilibrium geometry.

Properties
- HOMO-LUMO gap (eV) = 6.173
- energy relative to the best compared isomer or geometry (same formula, charge and spin) (eV) = 4.077
- DFT total energy (Eh) = -347.94103
- LUMO level (Eh) = -0.2626
- charge = +1
- highest occupied orbital energy (eV) = -13.3

Geometry (Å):
N  -0.74856  -2.61474  2.68632
C  0.13445  0.41702  0.42729
C  1.19506  0.32102  -0.50796
C  0.87395  -0.67911  -1.67442
C  2.13144  -1.29095  -2.26763
C  -0.35637  1.65769  1.09861
N  -1.29798  2.50399  0.40157
C  -2.49899  1.77176  -0.03159
H  -0.17581  -1.83831  2.40470
H  -0.82397  -3.43369  2.09845
H  -0.27958  -2.98614  3.50768
H  -0.04945  -0.43891  1.08445
H  1.49961  1.26688  -0.94274
H  2.08778  -0.07377  -0.00011
H  0.36290  -0.18807  -2.50054
H  0.28915  -1.53924  -1.33030
H  2.88531  -0.61066  -2.65867
H  2.64069  -1.91301  -1.52532
H  1.78007  -1.93644  -3.06774
H  -0.79648  1.41286  2.06304
H  0.52699  2.27468  1.33737
H  -0.88039  3.07181  -0.32066
H  -3.21087  1.74907  0.80023
H  -2.26045  0.74183  -0.29944
H  -3.02851  2.35447  -0.78261

Cartesian forces (eV/Å) of the 3 atoms listed first:
N -0.2 -0.4 1.3
C 1.7 0.5 2.7
C -0.4 0.4 -1.7